[1]
Here is a 8-piece molecular cluster, C9H35BrFN14O8PSi overall from the OMol25 dataset. Energies are from wB97M-V/def2-TZVPD.

- Highest occupied orbital energy: -8.350 eV
- LUMO level: 0.3 eV
- Molecular weight: 625.43 g mol⁻¹
- Multiplicity: 1
- Energy: -137076.51197 eV
- HOMO-LUMO gap: 0.3167 hartree
- Net charge: 0

The geometry in XYZ format:
```
70
Properties=species:S:1:pos:R:3:forces:R:3
C 2.55094 -0.32073 0.71898 -0.1 0.1 -0.1
C 1.94594 1.06781 0.51176 0.1 -0.2 0.0
F 2.76435 2.03067 1.17132 0.0 0.0 0.0
Si 0.15402 1.33215 1.12770 0.0 0.5 -0.1
P -0.81980 -0.67508 1.62653 0.2 -0.3 0.1
O -1.87685 -0.82623 0.35403 0.2 0.2 -0.1
Br -2.18668 0.04271 3.24687 0.0 0.0 0.0
H 3.48265 -0.22355 1.27627 0.0 0.0 0.0
H 2.77124 -0.79783 -0.23491 0.0 0.0 0.0
H 1.92412 -1.01518 1.27184 0.0 0.0 0.1
H 1.99607 1.34221 -0.54519 -0.1 0.0 0.0
H 0.18951 2.21814 2.30793 0.0 -0.1 0.1
H -0.63142 1.95714 0.03935 -0.1 0.0 0.1
H -1.49624 -1.49424 -0.23280 -0.3 -0.1 0.1
N 4.29382 3.35947 -4.06736 0.0 0.0 0.0
C 3.66191 2.93076 -2.93013 0.0 0.0 0.0
N 4.45710 2.81329 -1.82672 0.0 -0.1 0.1
O 2.47211 2.67043 -2.90835 -0.1 -0.1 0.0
H 5.26871 3.58556 -4.10705 0.0 0.0 0.0
H 3.73235 3.45994 -4.89140 0.0 0.0 0.0
H 4.01927 2.51189 -0.97298 0.0 0.1 0.0
H 5.43835 3.01399 -1.82270 0.0 0.0 0.0
N 2.60370 -5.64273 1.19544 -0.2 0.1 -0.2
C 2.77769 -4.48916 0.49134 0.0 0.0 0.0
N 3.35044 -4.64010 -0.73889 0.1 0.1 0.2
O 2.45519 -3.39474 0.93574 0.0 -0.1 -0.1
H 2.89160 -6.54062 0.85793 0.1 0.0 0.1
H 2.22923 -5.57877 2.12325 0.2 0.0 0.1
H 3.48907 -3.81839 -1.29485 0.0 0.0 -0.1
H 3.59438 -5.52181 -1.14711 -0.1 0.0 -0.1
N -4.20956 2.57768 2.06745 0.1 0.0 0.1
C -4.25249 3.86855 1.64229 0.0 0.1 0.0
N -5.40753 4.24486 1.01270 -0.1 0.1 0.1
O -3.33208 4.65765 1.81198 0.0 0.1 0.1
H -4.96364 1.93154 1.92696 0.0 0.0 -0.1
H -3.37630 2.25685 2.53321 -0.1 0.1 -0.1
H -5.44487 5.19160 0.68125 0.0 0.0 -0.1
H -6.20155 3.64314 0.84978 0.0 0.0 -0.2
N 4.42971 -4.95819 -5.64352 0.0 0.0 0.0
C 3.73396 -5.55960 -4.63576 0.0 0.0 0.0
N 2.79569 -6.46981 -5.02743 0.0 0.0 0.0
O 3.93562 -5.29709 -3.46005 0.0 -0.1 0.0
H 4.27723 -5.15269 -6.61437 0.0 0.0 0.0
H 5.12292 -4.28246 -5.38267 0.0 0.0 0.0
H 2.26244 -6.91950 -4.30733 0.0 0.0 0.0
H 2.61206 -6.69772 -5.98558 0.0 0.0 0.0
N -4.85260 7.78001 3.14220 0.0 0.1 -0.1
C -6.14697 7.56876 3.53502 0.1 0.0 0.1
N -6.64338 6.34398 3.18764 0.0 0.0 0.0
O -6.79655 8.40005 4.14622 0.0 0.0 0.0
H -4.29347 7.08230 2.68087 0.0 -0.1 0.1
H -4.44087 8.66145 3.38172 0.0 0.0 0.0
H -7.57646 6.11576 3.47227 0.0 0.0 0.0
H -6.10443 5.68036 2.66267 -0.1 -0.2 0.1
N 5.98447 -5.81822 2.41324 0.0 -0.1 -0.1
C 5.37987 -6.38329 3.50173 0.0 0.2 0.0
N 6.18433 -6.56572 4.59285 0.0 -0.1 0.0
O 4.20158 -6.69052 3.50024 0.0 -0.2 0.1
H 6.94702 -5.54180 2.39578 0.0 0.0 0.0
H 5.40358 -5.62201 1.61835 0.0 0.1 0.0
H 5.76384 -6.97038 5.40789 0.0 0.0 0.0
H 7.15217 -6.30887 4.61676 0.0 0.0 0.0
N -6.40604 2.95103 -2.40329 0.0 0.0 0.0
C -7.49342 2.59864 -1.66055 0.1 0.0 -0.1
N -8.47807 1.92826 -2.32401 0.0 0.0 0.0
O -7.57940 2.86621 -0.47093 -0.1 -0.1 0.2
H -6.30920 2.74041 -3.37791 0.0 0.0 0.0
H -5.66296 3.43294 -1.93018 0.0 0.0 0.0
H -9.28707 1.66071 -1.79553 0.0 0.0 0.0
H -8.43038 1.69813 -3.29777 0.0 0.0 0.0
```
Positions in Å, forces in eV/Å.



[2]
Here is a 9-piece molecular cluster, C9H35ClNO9 overall from the OMol25 dataset. Energies are from wB97M-V/def2-TZVPD.

- Highest occupied orbital energy: -5.840 eV
- LUMO level: 2.9 eV
- Molecular weight: 336.83 g mol⁻¹
- Multiplicity: 1
- Energy: -42340.93318 eV
- HOMO-LUMO gap: 0.3199 hartree
- Energy above the lowest of the compared OMol25 structures with the same formula, charge and spin: 0.00 kcal/mol
- Net charge: -1

The geometry in XYZ format:
```
55
Properties=species:S:1:pos:R:3:forces:R:3
Cl -1.01627 -1.38927 1.16371 -0.1 0.1 0.2
C 0.29839 3.94148 -4.81963 -0.4 -1.3 -0.3
O 0.45894 2.98711 -3.77904 0.3 1.1 -0.1
C 1.02273 3.61826 -2.66834 0.1 0.1 1.8
C 1.12341 2.69774 -1.45460 -0.1 -0.6 -0.5
N 1.76043 1.42104 -1.79675 0.3 0.2 1.0
C 1.85810 0.60994 -0.55942 0.2 -0.2 -0.7
C 2.76240 -0.62978 -0.75337 -0.7 0.8 0.0
O 2.68700 -1.08040 -2.09371 0.1 -0.4 0.6
C 3.47052 -2.23363 -2.24349 1.2 0.5 -0.4
H -0.16438 3.38579 -5.63732 -0.1 0.1 0.0
H 1.25180 4.30722 -5.20908 0.1 0.3 0.3
H -0.37976 4.73858 -4.50989 0.2 0.3 0.0
H 0.43780 4.45991 -2.25979 -0.4 0.1 -0.6
H 2.01131 4.06994 -2.83486 0.2 -0.3 -0.6
H 0.13755 2.49720 -1.02885 -0.1 -0.2 -0.3
H 1.64826 3.23982 -0.65213 0.1 0.1 0.0
H 2.74275 1.65082 -1.95388 -0.1 0.0 -0.6
H 0.88657 0.23049 -0.23221 -0.1 0.4 -0.4
H 2.23176 1.28770 0.21220 0.2 -0.5 0.5
H 2.37448 -1.38609 -0.06559 0.2 -0.3 0.0
H 3.80149 -0.42371 -0.47563 0.2 0.1 -0.1
H 4.54295 -1.97095 -2.30389 0.0 0.3 0.0
H 3.26622 -2.69154 -3.20810 -0.5 -0.3 0.2
H 3.45625 -2.92068 -1.39331 -0.7 -0.2 -0.1
C -4.42193 -0.78368 -0.54038 2.3 -0.2 -0.3
O -4.40315 -1.56821 0.62736 -1.2 -0.4 0.6
H -3.72315 0.04892 -0.39711 -0.7 0.5 0.0
H -3.90535 -1.31422 -1.35389 -0.5 -0.1 -0.2
H -5.41584 -0.47951 -0.85247 -0.1 0.0 0.4
H -3.51570 -1.63442 1.00322 0.3 0.2 -0.5
C -3.44106 -0.97990 4.34345 0.6 0.4 -0.3
O -2.54240 0.04936 3.92962 -0.3 0.1 0.1
H -4.31973 -0.52937 4.80330 -0.1 0.0 -0.1
H -3.72160 -1.56453 3.46877 -0.3 -0.2 0.2
H -2.94569 -1.60447 5.09063 -0.1 -0.2 0.0
H -2.19582 -0.19258 3.05944 0.1 0.0 0.0
C 0.77552 -0.82938 4.39578 -1.1 -0.4 -0.2
O 1.73766 0.00235 5.03566 0.1 -0.2 -0.1
H -0.16157 -0.29400 4.22173 0.0 0.0 0.2
H 1.07608 -1.16065 3.40396 0.6 0.1 0.2
H 0.52594 -1.71759 4.98499 0.2 0.0 0.0
H 1.44246 0.06591 5.94753 0.1 0.2 0.0
O -1.60417 0.25592 -1.96508 -0.2 0.3 0.3
H -1.94364 1.10408 -1.65826 0.1 -0.1 0.0
H -1.49578 -0.27487 -1.15666 0.1 0.0 -0.3
O -0.39165 -2.18236 -1.97052 0.1 -0.2 0.0
H -0.26028 -2.18170 -1.00963 0.0 0.0 -0.2
H -0.89718 -2.98278 -2.14117 0.1 0.0 0.1
O 0.08994 -4.27260 0.31482 -0.1 0.0 0.2
H 0.64036 -4.70135 0.97658 0.0 0.0 0.0
H -0.28335 -3.49056 0.77233 0.1 -0.1 -0.2
O 0.95363 1.27588 2.22632 0.1 -0.1 0.4
H 0.57642 0.46859 1.83775 -0.1 0.2 0.1
H 1.10035 1.05076 3.15884 0.0 0.2 -0.4
```
Positions in Å, forces in eV/Å.



[3]
Here is a 10-piece molecular cluster, C9H35N2O12 overall from the OMol25 dataset. Energies are from wB97M-V/def2-TZVPD.

- Highest occupied orbital energy: -4.838 eV
- LUMO level: 2.2 eV
- Molecular weight: 363.38 g mol⁻¹
- Multiplicity: 1
- Energy: -37447.07457 eV
- HOMO-LUMO gap: 0.2574 hartree
- Energy above the lowest of the compared OMol25 structures with the same formula, charge and spin: 67.37 kcal/mol
- Net charge: -1

The geometry in XYZ format:
```
58
Properties=species:S:1:pos:R:3:forces:R:3
N -1.18793 -1.86751 4.23754 -2.5 0.0 0.5
O -0.96769 -2.10070 3.08244 1.1 -0.8 -4.2
O -2.36622 -1.88986 4.61889 -1.2 0.1 1.0
O -0.29023 -1.60762 4.99094 2.7 0.8 2.5
C 1.87764 2.28107 -7.76935 -0.5 -0.7 1.3
C 1.47623 2.42722 -6.26306 0.0 -0.2 0.8
C 0.12673 3.13753 -6.20156 -1.0 -0.4 -0.1
C -0.66191 3.05989 -4.84801 0.7 -0.4 -0.7
C -0.77493 1.59355 -4.33194 1.7 0.2 0.4
C 0.68310 0.83712 -4.23280 -0.8 1.3 -0.6
N 1.38207 1.07117 -5.58262 -2.9 0.7 0.3
O 2.47962 0.22107 -5.72321 0.7 0.1 0.1
C 1.53891 1.36807 -3.01032 -1.1 -0.1 -1.2
C 0.31791 -0.65489 -3.95099 0.7 0.3 -0.7
C 2.42829 3.38866 -5.55494 1.4 0.1 0.3
H 1.68121 3.21133 -8.30238 0.4 0.2 0.2
H 1.22607 1.54251 -8.23632 0.1 -0.2 0.1
H 2.91057 1.93663 -7.81948 0.0 0.2 -0.3
H 0.32245 4.16849 -6.49636 0.1 0.3 0.4
H -0.44047 2.80546 -7.07110 -0.7 -0.5 0.3
H -1.59690 3.61318 -4.93613 -0.5 -0.6 -0.3
H -0.17743 3.71305 -4.12223 0.6 -0.4 0.3
H -1.48274 0.97223 -4.88064 0.4 0.1 -0.7
H -1.20018 1.53947 -3.32976 0.2 0.4 0.3
H 0.91393 1.24330 -2.12605 0.2 0.2 0.2
H 2.48124 0.84080 -2.86169 -0.1 -0.2 -0.2
H 1.76610 2.41486 -3.21210 -0.1 0.0 0.4
H -0.34167 -1.12793 -4.67850 -0.2 0.4 -0.3
H 1.20452 -1.28890 -3.94196 0.2 0.1 0.4
H -0.17754 -0.72551 -2.98267 0.2 0.1 0.0
H 2.91251 4.09465 -6.22964 0.2 -0.3 -0.5
H 3.18567 2.80564 -5.03095 0.3 0.2 -0.1
H 2.01194 4.09461 -4.83633 -0.6 -0.5 0.3
H 1.98999 -0.60086 -5.80262 0.5 -0.4 -0.4
O 1.23778 -4.88260 7.79210 0.1 -0.1 0.3
H 1.76122 -5.55940 7.36291 0.1 -0.1 -0.1
H 0.81212 -4.41619 7.07271 -0.2 0.3 -0.2
O 3.21790 -0.92001 2.70775 0.4 0.0 -0.1
H 3.05434 0.01600 2.59217 -0.1 0.2 0.0
H 2.38142 -1.27436 3.00933 -0.4 -0.2 0.2
O 4.47199 -1.21687 8.74702 0.2 0.1 -0.1
H 4.68361 -1.40916 9.66052 0.0 0.0 0.2
H 3.56193 -1.49635 8.64753 -0.3 -0.1 -0.1
O -0.49869 2.65690 7.20742 0.0 0.3 0.2
H 0.28209 2.64037 6.65394 0.2 -0.1 -0.1
H -0.84772 1.76706 7.15668 -0.1 -0.3 0.0
O -7.16904 -3.75763 7.34550 -0.2 0.1 -0.1
H -6.32424 -4.19731 7.44146 0.3 -0.1 -0.1
H -7.63081 -3.94399 8.16299 -0.1 0.0 0.2
O -2.65112 -0.98356 9.15919 0.2 0.1 0.3
H -3.47692 -0.82771 9.61746 -0.2 0.1 0.1
H -2.90272 -1.45434 8.36465 0.1 -0.1 -0.4
O -2.27946 -5.81805 1.51790 -0.2 -0.3 -0.2
H -1.84223 -4.96737 1.48063 0.1 0.4 0.1
H -1.71220 -6.35543 2.07078 0.1 -0.1 0.2
O -4.17314 -0.06450 1.13397 -0.3 0.1 -0.3
H -3.54996 -0.78155 1.25109 0.2 -0.3 0.3
H -3.65704 0.72828 1.28020 0.1 0.1 0.1
```
Positions in Å, forces in eV/Å.